(1)
# C38H34ClN3O2P2SZn

A structure of composition C38H34ClN3O2P2SZn in a non-equilibrium geometry (the ωB97M-V functional and the def2-TZVPD basis, OMol25).

Values from the calculation:
M	759.6	g mol⁻¹
ΔE to the lowest compared entry with this formula, charge and spin	208.1	kJ/mol
charge	-2
multiplicity	1

Each line ends with the Mulliken charge.
Positions of all 82 atoms, in Å:
Zn: 1.846947 2.180755 0.356250  0.416
C: 1.506543 5.402785 3.425604  -1.456
C: 1.590296 4.751262 2.044199  1.144
O: 0.993010 3.662410 1.869533  -0.524
C: 2.393005 5.375390 1.096744  -1.050
C: 2.640107 4.745812 -0.136493  1.129
C: 3.973400 4.950372 -0.814086  -1.405
N: 1.796061 3.953327 -0.762974  -0.567
N: 0.461288 4.155320 -0.700991  -0.404
C: -0.311536 3.131470 -0.513121  0.266
O: 0.049864 1.938869 -0.163910  -0.914
C: -1.746536 3.396570 -0.687171  0.613
C: -2.206883 4.477125 -1.441533  -0.454
C: -3.560597 4.686514 -1.613362  -0.521
C: -4.485368 3.837148 -1.021490  -0.443
C: -4.035539 2.770402 -0.256907  -0.604
C: -2.682831 2.552386 -0.090126  -0.289
H: 2.101774 4.823343 4.131302  0.280
H: 1.879164 6.425443 3.401268  0.384
H: 0.470564 5.401063 3.760842  0.297
H: 3.046665 6.179548 1.416720  0.170
H: 4.151007 6.021169 -0.940420  0.426
H: 4.782090 4.536795 -0.211213  0.240
H: 3.969360 4.462837 -1.785320  0.327
H: -1.480750 5.140815 -1.885006  0.430
H: -3.908694 5.517426 -2.217776  0.361
H: -5.549111 4.001782 -1.157287  0.366
H: -4.750542 2.104144 0.214402  0.374
H: -2.316257 1.735261 0.513109  0.447
S: 4.479115 0.879340 4.011491  -0.577
C: 3.559400 1.227324 2.759722  0.878
N: 2.883262 1.462585 1.838104  -0.582
Cl: 3.083548 0.985950 -1.258678  -0.604
C: -0.032208 -2.729198 -0.584908  -1.702
P: 0.664257 -0.978290 -0.277753  0.458
C: 0.082332 -0.412576 -1.920013  1.192
C: 0.790840 -0.205423 -3.092442  -0.584
C: 0.123107 0.256124 -4.218296  -0.843
C: -1.231206 0.540860 -4.175906  -0.724
C: -1.935993 0.361221 -2.997217  -0.524
C: -1.283763 -0.130775 -1.888473  -0.622
C: 2.369022 -1.653470 -0.266644  1.237
C: 2.908307 -1.734680 1.013295  -0.775
C: 4.143370 -2.322089 1.220368  -0.783
C: 4.843289 -2.847630 0.150222  -0.452
C: 4.302479 -2.788955 -1.122690  -0.860
C: 3.068041 -2.207342 -1.331917  -0.322
P: -0.237465 -3.505432 1.070508  0.152
C: -1.028313 -5.075488 0.521481  0.508
C: -0.197870 -5.976976 -0.145787  -0.589
C: -0.656010 -7.227581 -0.511604  -0.609
C: -1.962132 -7.598437 -0.230500  -0.426
C: -2.794550 -6.712810 0.432621  -0.610
C: -2.329709 -5.467256 0.815540  -0.257
C: -1.683942 -2.523956 1.619018  0.470
C: -1.588926 -1.871049 2.842009  -0.531
C: -2.624981 -1.074281 3.296519  -0.619
C: -3.772067 -0.934129 2.535230  -0.485
C: -3.874120 -1.579959 1.314397  -0.934
C: -2.834568 -2.364446 0.854067  0.055
H: 0.683705 -3.310176 -1.172067  0.822
H: -0.991502 -2.702119 -1.106159  0.822
H: 1.863173 -0.327500 -3.097416  0.206
H: 0.672302 0.411943 -5.138542  0.369
H: -1.740009 0.927470 -5.051568  0.335
H: -2.982276 0.631144 -2.934010  0.379
H: -1.825385 -0.264698 -0.962046  0.176
H: 2.358770 -1.308462 1.842727  0.480
H: 4.563841 -2.358324 2.216037  0.403
H: 5.813012 -3.307477 0.299270  0.343
H: 4.858267 -3.193883 -1.959031  0.400
H: 2.661360 -2.163635 -2.328704  0.354
H: 0.821838 -5.685180 -0.362028  0.407
H: 0.007202 -7.922822 -1.009806  0.370
H: -2.322521 -8.579661 -0.509752  0.346
H: -3.813867 -6.996161 0.661896  0.369
H: -2.984792 -4.793342 1.349620  0.360
H: -0.686591 -1.979465 3.427248  0.364
H: -2.535022 -0.554708 4.240832  0.394
H: -4.584254 -0.311464 2.886087  0.370
H: -4.765990 -1.466212 0.711704  0.394
H: -2.920308 -2.853981 -0.106843  0.561

Atoms 1-3, force components in eV/Å:
1.2 -0.4 0.2
0.0 -0.2 -0.3
-0.4 -0.1 0.5

=====

(2)
# C4H14NO2

A cluster of 3 separate species, C4H14NO2 in total in a non-equilibrium geometry (the ωB97M-V functional and the def2-TZVPD basis, OMol25).

Values from the calculation:
M	108.2	g mol⁻¹
ΔE to the lowest compared entry with this formula, charge and spin	170.4	kJ/mol
charge	+1
multiplicity	1

Each line ends with the Mulliken charge.
Positions of all 21 atoms, in Å:
C: 2.489066 0.092383 1.995655  -1.367
C: 1.032480 0.406712 1.627606  -0.387
C: 0.863187 0.479368 0.117925  -0.453
C: -1.536327 0.988839 0.307812  -0.280
N: -0.574811 0.398087 -0.287076  0.104
H: 2.673544 0.380872 3.025715  0.359
H: 2.768434 -0.925880 1.771884  0.372
H: 3.125563 0.769743 1.439553  0.361
H: 0.363060 -0.389810 1.955353  0.394
H: 0.786625 1.320760 2.154746  0.356
H: 1.230569 1.327914 -0.444717  0.335
H: 1.279918 -0.438670 -0.297616  0.287
H: -2.390902 1.168608 -0.340131  0.296
H: -1.407453 1.423564 1.289222  0.296
H: -0.784661 -0.423634 -0.901697  0.350
H: -0.485456 -2.753793 -1.576880  0.327
H: -1.909783 -2.304299 -1.328301  0.306
O: -1.007944 -2.172695 -1.009404  -0.669
H: -2.085520 0.992939 -3.150735  0.300
H: -2.523289 -0.420364 -3.454338  0.311
O: -1.906301 0.079356 -2.894575  -0.596

Atoms 1-3, force components in eV/Å:
-0.4 0.8 -0.1
0.6 0.0 0.0
-1.1 -1.3 0.2

=====

(3)
# C36H62BBr15F3N5O6S

A cluster of 7 separate species, C36H62BBr15F3N5O6S in total in a non-equilibrium geometry (the ωB97M-V functional and the def2-TZVPD basis, OMol25).

Values from the calculation:
M	1959.4	g mol⁻¹
charge	0
calculated total energy	-1128359.1989	eV
multiplicity	1

Each line ends with the Mulliken charge.
Positions of all 129 atoms, in Å:
C: 2.094437 -0.649963 -3.570792  -0.856
C: 1.385456 -0.580934 -2.461513  -1.253
C: 0.577197 -0.415592 -1.088355  0.487
C: 1.183384 0.716412 -0.080267  0.138
C: 2.534047 0.106047 0.535227  -0.816
C: 2.381992 -1.225701 1.426049  -0.008
O: 3.407013 -1.109258 2.490325  -0.612
C: 2.687871 -2.619023 0.690683  0.703
F: 1.492705 -3.453704 0.782639  -0.284
F: 3.023884 -2.553338 -0.692310  -0.243
F: 3.732421 -3.375685 1.360656  -0.335
C: 0.046809 0.854863 1.111471  -0.515
O: 0.671209 1.230831 2.407874  -0.215
C: -0.075465 0.666585 3.496061  0.518
N: -0.796891 0.587157 4.492879  -0.656
O: -0.814274 -0.307951 1.212733  -0.193
C: -2.178669 -0.017905 0.810842  0.164
Br: -2.964331 -1.781968 0.194479  -0.178
C: -3.084461 0.717140 1.924547  0.445
C: -4.221562 1.569722 1.087920  0.514
C: -5.714012 1.407721 1.684486  -0.792
C: -6.436044 0.035871 1.167521  0.358
C: -7.203319 0.211704 -0.249836  -0.722
N: -6.330771 -0.127700 -1.445564  -0.472
N: 1.257494 2.089847 -0.635296  1.884
C: 0.193207 2.418412 -1.633925  0.273
C: -0.040743 4.037787 -1.736724  0.825
C: -1.508351 4.392871 -2.379674  0.039
C: -1.284792 4.911480 -3.892508  -0.668
S: -2.641617 4.258975 -5.039938  -0.170
C: -2.501398 2.411761 -4.785260  0.392
N: -1.365185 1.529014 -4.959795  -0.228
N: -1.869000 0.291329 -4.572849  -0.266
C: -3.279903 0.433857 -4.178780  -0.004
O: -3.708676 1.805922 -4.308277  -0.229
B: 2.565781 2.516122 -1.195372  -0.119
O: 3.492096 3.310519 -0.356381  -0.361
O: 3.047182 2.218592 -2.534021  -0.486
C: 3.749982 3.404727 -3.093581  -0.436
H: 2.926647 -0.515523 -4.366396  0.336
H: 0.555947 -1.480878 -0.609148  0.840
H: -0.532941 -0.217030 -1.383715  0.187
H: 2.993972 0.911219 1.247923  0.396
H: 3.372667 -0.119360 -0.237065  0.498
H: 1.389285 -1.346390 1.989964  0.018
H: 3.016570 -0.457858 3.135519  0.407
H: -0.669687 1.750789 0.883704  0.808
H: -2.196086 0.647514 -0.149055  -0.500
H: -2.535183 1.494640 2.564440  -0.365
H: -3.671186 -0.074053 2.515853  0.316
H: -3.962878 2.706031 1.175717  -0.372
H: -4.233138 1.317270 -0.034433  -0.029
H: -6.390587 2.319667 1.414571  0.317
H: -5.644546 1.401228 2.848836  0.295
H: -5.581961 -0.721374 0.998888  -0.291
H: -7.113075 -0.433154 1.991564  0.191
H: -8.062287 -0.573961 -0.265572  0.276
H: -7.647604 1.269633 -0.384250  0.236
H: -5.337663 -0.199010 -1.168819  0.172
H: -6.646745 -1.023374 -1.866224  0.270
H: -0.848991 1.965073 -1.363636  -1.076
H: 0.463841 2.009389 -2.680064  0.152
H: 0.120951 4.526542 -0.705210  -1.043
H: 0.736392 4.522155 -2.449787  0.131
H: -2.037572 5.222086 -1.751347  0.134
H: -2.163054 3.453720 -2.278548  0.066
H: -1.252035 6.061955 -3.863003  0.397
H: -0.276956 4.547497 -4.355385  0.265
H: -3.950851 -0.435023 -3.839823  0.375
H: 4.134970 2.631736 0.018787  0.405
H: 4.869005 3.437069 -2.801410  0.134
H: 3.156635 4.326130 -2.723102  0.154
H: 3.682711 3.277776 -4.247263  0.255
Br: 3.206235 -6.278347 -3.325217  -0.133
C: 2.916002 -6.013961 -1.415314  0.256
C: 1.954608 -7.036194 -0.861210  -0.546
Br: 0.112954 -6.605340 -1.335562  -0.175
H: 2.576630 -4.985609 -1.284357  0.069
H: 3.902072 -6.126993 -0.960151  -0.250
H: 1.975012 -7.031475 0.230655  0.288
H: 2.146779 -8.048645 -1.219192  0.444
Br: 2.898564 5.733009 3.921266  -0.216
C: 2.020170 6.477805 2.346566  -0.640
C: 1.235553 5.421218 1.607292  -1.041
Br: 2.426811 4.252190 0.558906  0.283
H: 2.798267 6.942962 1.737884  0.360
H: 1.356298 7.254140 2.733445  0.410
H: 0.567230 5.881881 0.873269  0.317
H: 0.652373 4.774679 2.267860  0.398
Br: -6.252851 -3.360568 1.414689  -0.111
C: -6.559906 -3.104115 3.322295  -0.535
C: -7.506727 -4.144095 3.868963  -0.613
Br: -9.351991 -3.744863 3.382651  -0.149
H: -6.918802 -2.082091 3.452579  0.306
H: -5.574787 -3.199848 3.783667  0.386
H: -7.493734 -4.140596 4.960790  0.378
H: -7.294306 -5.152385 3.510997  0.375
Br: 5.654867 -5.300603 1.065831  0.018
C: 6.988480 -6.702989 1.293141  -0.616
C: 6.942597 -7.690778 0.152792  -0.680
Br: 5.432276 -8.910542 0.334135  -0.112
H: 6.808071 -7.158659 2.267838  0.369
H: 7.948244 -6.182609 1.312822  0.332
H: 7.827285 -8.330738 0.161779  0.399
H: 6.852608 -7.217312 -0.826005  0.383
Br: -2.724329 4.094569 3.890669  -0.093
C: -3.670181 5.789488 3.713884  -0.594
C: -4.811182 5.679612 2.732107  -0.523
Br: -4.165237 5.695580 0.892328  -0.147
H: -2.929452 6.539724 3.433430  0.387
H: -4.044171 6.011609 4.715392  0.358
H: -5.470211 6.546820 2.808966  0.388
H: -5.400341 4.769395 2.854516  0.285
Br: 4.181726 7.556789 -3.177026  -0.116
C: 5.789773 7.609794 -4.277965  -0.570
C: 6.197406 6.225023 -4.717445  -0.572
Br: 7.060783 5.249029 -3.267385  -0.122
H: 6.557434 8.121823 -3.696074  0.367
H: 5.523553 8.224403 -5.140277  0.334
H: 6.946690 6.277224 -5.509952  0.367
H: 5.358924 5.614949 -5.056637  0.328
Br: 1.744494 -9.402635 2.998285  -0.121
C: 3.078552 -10.805583 3.225138  -0.547
C: 3.034220 -11.792951 2.084721  -0.530
Br: 1.525635 -13.014530 2.265148  -0.151
H: 2.897882 -11.262139 4.199317  0.401
H: 4.037938 -10.284302 3.245563  0.292
H: 3.919568 -12.431988 2.094135  0.355
H: 2.944427 -11.318923 1.106169  0.290

Atoms 1-3, force components in eV/Å:
-2.8 1.0 6.2
3.6 0.2 -4.8
-0.2 -1.2 -1.9

=====

(4)
# C5H16O3

A cluster of 4 separate species, C5H16O3 in total in a non-equilibrium geometry (the ωB97M-V functional and the def2-TZVPD basis, OMol25).

Values from the calculation:
M	124.2	g mol⁻¹
ΔE to the lowest compared entry with this formula, charge and spin	111.3	kJ/mol
charge	0
structure (SMILES)	C=CCCC.O.O.O
multiplicity	1

Each line ends with the Mulliken charge.
Positions of all 24 atoms, in Å:
C: -1.401984 -3.125557 -0.420483  -1.421
C: -0.325802 -2.097249 -0.062818  -0.214
C: 0.491054 -1.659177 -1.351116  -0.684
C: 0.812968 -0.208506 -1.489508  -0.127
C: 1.527145 0.422874 -0.556974  -0.770
H: -1.874687 -3.400826 0.527743  0.367
H: -2.041405 -2.800690 -1.229307  0.381
H: -0.998356 -4.108301 -0.702233  0.337
H: -0.879473 -1.217970 0.261918  0.315
H: 0.475834 -2.440968 0.580508  0.294
H: -0.049213 -2.032808 -2.227400  0.379
H: 1.367361 -2.315592 -1.360437  0.341
H: 0.658360 0.292265 -2.437326  0.315
H: 1.726690 -0.047560 0.398890  0.211
H: 1.836860 1.449234 -0.697819  0.281
H: 0.300015 -1.605581 3.267516  0.320
H: 0.154981 -0.355155 4.113616  0.319
O: 0.836146 -0.908566 3.670078  -0.640
H: 1.100021 4.984654 0.350353  0.316
H: 0.418577 4.676347 1.708950  0.301
O: 0.360698 4.511973 0.787401  -0.655
H: -2.182667 4.301599 -1.276782  0.311
H: -0.928582 3.934901 -0.498474  0.368
O: -1.384539 3.750669 -1.356295  -0.644

Atoms 1-3, force components in eV/Å:
1.3 -1.3 1.2
0.2 0.7 -2.4
-1.2 -1.3 -0.1